{"formula": "C4H5NO2S", "method": "the ωB97M-V functional and the def2-TZVPD basis", "elements": ["C", "C", "O", "C", "O", "N", "C", "S", "H", "H", "H", "H", "H"], "positions_angstrom": [[-1.6364, 0.4266, 0.2428], [-0.5290, -0.2267, -0.5523], [-0.5774, -1.6580, -0.3006], [0.7675, 0.4718, -0.1739], [1.0859, 1.5704, -0.5590], [1.3881, -0.3442, 0.6575], [2.6264, -0.2551, 0.5407], [3.9737, -0.1130, -0.2133], [-1.5503, 0.0814, 1.2534], [-1.4372, 1.4987, 0.2547], [-2.6087, 0.3957, -0.1028], [-0.6688, -0.0782, -1.7073], [-0.8339, -1.7693, 0.6600]], "de_lowest_kcal_mol": 59.8, "e_homo_ha": -0.371, "homo_lumo_gap_ev": 9.55}

***

{"formula": "C29H60BrCl4F2KLi2N6O16PS3", "method": "the ωB97M-V functional and the def2-TZVPD basis", "elements": ["C", "O", "C", "C", "C", "C", "C", "C", "C", "C", "C", "C", "N", "C", "C", "O", "C", "C", "O", "C", "C", "C", "C", "C", "S", "O", "O", "Cl", "C", "N", "C", "C", "O", "O", "C", "C", "P", "N", "O", "O", "H", "H", "H", "H", "H", "H", "H", "H", "H", "H", "H", "H", "H", "H", "H", "H", "H", "H", "H", "H", "H", "H", "H", "H", "H", "H", "H", "H", "H", "H", "H", "H", "H", "H", "H", "H", "H", "H", "H", "H", "H", "H", "H", "H", "H", "H", "H", "H", "H", "H", "Cl", "Li", "Br", "K", "Cl", "Li", "C", "C", "O", "N", "C", "H", "H", "H", "H", "H", "H", "H", "C", "N", "O", "O", "H", "H", "H", "N", "S", "O", "O", "F", "S", "O", "O", "F", "Cl"], "positions_angstrom": [[-0.1284, -3.7844, 0.3805], [1.0612, -4.5321, 0.4424], [2.1632, -3.6683, 0.2526], [3.1239, -3.6554, 1.4705], [3.1100, -2.2515, 2.1691], [3.8514, -2.2913, 3.5286], [3.2144, -1.4368, 4.6880], [3.5625, 0.0673, 4.3390], [2.4144, 1.1075, 4.5635], [1.0225, 0.7635, 3.9200], [0.2790, 2.0558, 3.5168], [-1.0096, 2.0750, 2.6557], [-1.2524, 1.2157, 1.4657], [-2.0570, 0.0135, 1.9689], [-1.6243, -0.7078, 3.2355], [-2.6419, -1.6589, 3.4875], [-3.4011, -1.2037, 4.5679], [-4.0983, 0.1773, 4.5204], [-3.4968, -1.8420, 5.5162], [-2.2754, 1.7383, 0.4739], [-3.3144, 2.7468, 1.0537], [-4.6570, 2.7314, 0.2210], [-5.8286, 2.1216, 1.0589], [-5.8820, 0.5608, 1.0089], [-7.5274, -0.1324, 0.6568], [-7.7288, -1.1998, 1.6028], [-8.5875, 0.8225, 0.7944], [-7.5347, -1.0303, -1.2140], [-1.6959, 2.3369, -0.8372], [-0.8866, 1.3574, -1.6375], [-1.6872, 0.8701, -2.7508], [-0.7199, -0.0198, -3.7045], [0.4335, 0.4193, -4.0173], [-1.0545, -1.1916, -4.1808], [-0.5230, 0.1968, -0.7863], [-0.1203, 0.6915, 0.6593], [1.4155, 1.7082, 0.3715], [1.2713, 3.2665, 0.4615], [2.0341, 1.4111, -1.1318], [2.6726, 1.2969, 1.3568], [-0.1176, -3.0523, -0.4499], [-0.2134, -3.2734, 1.3618], [-1.0930, -4.3857, 0.2498], [1.8345, -2.6339, -0.0284], [2.7967, -4.0727, -0.6276], [4.1329, -3.9303, 1.1058], [2.7708, -4.4294, 2.1730], [3.6601, -1.5924, 1.4618], [2.0567, -1.9437, 2.2633], [3.8645, -3.3437, 3.8799], [4.9142, -1.9980, 3.3765], [3.7319, -1.7084, 5.6237], [2.1463, -1.6304, 4.8443], [3.9365, 0.0448, 3.3033], [4.3998, 0.3734, 4.9876], [2.7883, 2.0655, 4.1532], [2.2305, 1.2866, 5.6386], [1.1976, 0.0656, 3.0831], [0.4973, 0.1666, 4.6873], [1.0386, 2.7183, 3.0529], [0.0244, 2.6011, 4.4501], [-1.8853, 1.9566, 3.3194], [-1.0723, 3.1448, 2.3621], [-2.1522, -0.7565, 1.1861], [-3.1047, 0.3227, 2.1496], [-0.6854, -1.2893, 3.1856], [-1.5873, -0.0673, 4.1353], [-3.2748, 0.9304, 4.5934], [-4.6244, 0.3892, 3.5793], [-4.7262, 0.3578, 5.3976], [-2.9232, 0.9147, 0.1215], [-3.6195, 2.4196, 2.0655], [-2.9129, 3.7701, 1.0810], [-4.5306, 2.1308, -0.7039], [-4.9214, 3.7715, -0.0132], [-6.7878, 2.5066, 0.6662], [-5.7767, 2.4851, 2.1034], [-5.1899, 0.2334, 0.2100], [-5.5282, 0.1090, 1.9464], [-1.2143, 3.3225, -0.7587], [-2.5906, 2.5165, -1.4713], [-2.0615, 1.7682, -3.3731], [-2.5496, 0.2588, -2.4180], [-0.2430, -1.5901, -4.5393], [0.2890, -0.4053, -1.2305], [-1.4066, -0.4619, -0.7897], [0.2195, -0.2455, 1.1558], [0.3053, 3.4581, 0.7161], [1.7610, 2.1653, -1.6535], [3.0418, 0.4843, 0.9789], [3.9726, -5.3031, -1.3834], [6.4632, -3.1230, 2.9678], [-5.2998, -3.4649, 5.8733], [-0.5653, 1.9158, -4.9406], [-6.2341, 1.8722, 4.9138], [-6.2863, -2.5928, 3.7696], [-0.9376, 8.1037, -7.2230], [-1.0968, 6.9456, -6.2732], [-1.7860, 5.9746, -6.5488], [-0.4441, 7.0102, -5.0827], [0.4126, 8.0744, -4.5845], [-1.5127, 7.9103, -8.1233], [-1.3099, 9.0205, -6.7646], [0.1106, 8.2217, -7.5005], [-0.5951, 6.2063, -4.4983], [1.4020, 7.6613, -4.3821], [-0.0087, 8.4550, -3.6530], [0.5037, 8.8884, -5.2946], [3.4798, -1.1036, -5.4436], [3.1501, -2.2939, -6.2659], [1.9987, -2.4172, -6.6235], [4.0443, -3.0426, -6.5173], [2.5720, -0.5303, -5.3079], [3.8656, -1.4556, -4.4908], [4.2278, -0.5283, -5.9819], [6.6381, -7.7468, -3.9652], [8.0507, -7.2794, -3.4434], [9.0780, -8.2743, -3.3856], [8.0717, -6.2809, -2.4201], [8.5116, -6.4290, -4.7202], [5.9047, -8.7049, -2.9500], [4.7962, -9.3891, -3.5326], [5.7088, -8.2276, -1.6236], [6.9456, -9.9044, -2.7471], [-2.5745, -5.2412, -0.5935]], "charge": -1, "de_lowest_kcal_mol": 0.0, "e_homo_ha": -0.143, "homo_lumo_gap_ev": 2.45}

***

{"formula": "C13H31N5O26S4", "method": "the ωB97M-V functional and the def2-TZVPD basis", "elements": ["C", "N", "O", "O", "H", "H", "H", "C", "N", "O", "O", "H", "H", "H", "C", "N", "O", "O", "H", "H", "H", "C", "N", "O", "O", "H", "H", "H", "C", "N", "O", "O", "H", "H", "H", "C", "C", "O", "S", "O", "O", "O", "H", "H", "H", "H", "C", "C", "O", "S", "O", "O", "O", "H", "H", "H", "H", "C", "C", "O", "S", "O", "O", "O", "H", "H", "H", "H", "C", "C", "O", "S", "O", "O", "O", "H", "H", "H", "H"], "positions_angstrom": [[4.2620, 5.4194, -8.0466], [4.0606, 5.8073, -9.4608], [3.5217, 5.0425, -10.2665], [4.5142, 6.9311, -9.7288], [3.8913, 4.4128, -7.8530], [3.6708, 6.1334, -7.4731], [5.2934, 5.4999, -7.7036], [3.3910, 6.0835, -2.1291], [4.2254, 5.4545, -3.1977], [3.8413, 4.4112, -3.6964], [5.1842, 6.1247, -3.5606], [2.3139, 5.9861, -2.2655], [3.7455, 7.1050, -1.9912], [3.7369, 5.6230, -1.2037], [6.1274, 3.7830, -8.0459], [7.5644, 4.0270, -7.7990], [8.3117, 4.1179, -8.7737], [8.0355, 4.0766, -6.6581], [5.8699, 4.3483, -8.9416], [5.6625, 4.1357, -7.1253], [6.1209, 2.6930, -8.0410], [6.0613, 5.2260, -5.3701], [6.5598, 6.2804, -6.3186], [6.8064, 5.9783, -7.4888], [6.9492, 7.3348, -5.8974], [6.9654, 4.6861, -5.0889], [5.4626, 4.4532, -5.8523], [5.5345, 5.7779, -4.5916], [2.5705, 4.2534, -5.8330], [4.0141, 3.9027, -5.8638], [4.5201, 3.5920, -4.7910], [4.7328, 4.0821, -6.8776], [2.0998, 3.7012, -5.0196], [2.1777, 4.0376, -6.8266], [2.4361, 5.3338, -5.7810], [7.8386, 8.4276, -4.1912], [7.2737, 7.3682, -3.2454], [8.3520, 6.5735, -3.0069], [9.2564, 6.3533, -4.3474], [8.7338, 5.4110, -5.3346], [10.6530, 6.2488, -4.0119], [8.9022, 7.8654, -4.8511], [8.0731, 9.2670, -3.5366], [7.0328, 8.8435, -4.7960], [6.4629, 6.7018, -3.5398], [6.8454, 7.8889, -2.3890], [4.9554, 1.5405, -5.4239], [5.9310, 2.4659, -6.1749], [7.1632, 1.7270, -6.3400], [7.0816, 0.2072, -5.6553], [7.5069, 0.1847, -4.2974], [7.5893, -0.8828, -6.5237], [5.4534, 0.2339, -5.7141], [3.9171, 1.6428, -5.7394], [5.1774, 1.7164, -4.3714], [6.1252, 3.4471, -5.7416], [5.4109, 2.5792, -7.1260], [6.5694, 6.6444, -9.3779], [7.9548, 5.9678, -9.0626], [8.8700, 6.9741, -9.2746], [8.3457, 8.4171, -8.6982], [8.8718, 9.5753, -9.4954], [8.4544, 8.4040, -7.2277], [6.7717, 8.0252, -9.0301], [5.7424, 6.3223, -8.7452], [6.3075, 6.7188, -10.4334], [8.1049, 5.1393, -9.7549], [8.0996, 5.5185, -8.0800], [5.9140, 9.3118, -5.6938], [5.7213, 9.0337, -7.1970], [4.4139, 8.4014, -7.2287], [3.9755, 7.5860, -5.9008], [4.2232, 6.1152, -6.0581], [2.5956, 8.0583, -5.3826], [5.1521, 8.2787, -5.0293], [5.5156, 10.2900, -5.4244], [6.9462, 9.4433, -5.3691], [6.3587, 8.2371, -7.5808], [5.8537, 9.9010, -7.8438]], "de_lowest_kcal_mol": 1110.8, "e_homo_ha": -0.324, "homo_lumo_gap_ev": 5.42}

***

| no. | LUMO (eV) |
| --- | --- |
| 1 | -0.55 |
| 2 | -1.43 |
| 3 | -3.39 |